Entry from the Open Molecules 2025 dataset: a structure of composition C5H6GdLiO4 at a distorted geometry (ωB97M-V/def2-TZVPD).

XYZ file:
```
17
Properties=species:S:1:pos:R:3:forces:R:3
O -3.345 -1.074 -1.067 0.4 0.6 0.2
C -2.624 -0.500 -0.210 -2.4 -1.2 0.9
O -3.042 -0.220 0.942 0.1 0.8 0.0
O -1.330 -0.383 -0.515 2.7 1.9 -3.1
C -0.404 0.569 0.043 -3.0 -2.3 3.7
Li -4.780 -0.800 0.229 0.6 0.0 -0.1
H -1.029 0.888 0.906 -0.1 -2.0 2.0
H 0.026 1.529 0.379 0.4 1.1 -3.0
C 1.114 0.625 -1.185 3.4 -2.9 -2.8
C 1.197 -0.428 -0.185 -2.4 4.5 -0.3
H 0.805 1.609 -1.559 0.2 0.3 1.6
H 1.333 0.177 -2.168 0.0 -0.5 0.0
Gd 4.283 1.226 0.065 -1.3 -1.1 1.0
O 2.984 -0.124 1.415 -0.1 0.2 -1.7
C 1.808 -0.719 1.059 1.9 2.0 0.9
H 1.938 -1.640 -0.029 -0.9 0.2 1.0
H 1.068 -0.736 1.880 0.6 -1.6 -0.2
```
Forces are in eV/Å.

**HOMO level (spin up / spin down)**: -0.35486 / -0.44188 hartree
**2S+1**: 9
**Total energy**: -34493.8415 eV
**LUMO level (spin up / spin down)**: -5.3 / -4.6 eV
**⟨S²⟩**: 20.646
**Total charge**: +1
**Frontier orbital gap (spin up / spin down)**: 4.33 / 7.46 eV